Record 1
ORCA calculation (ωB97M-V/def2-TZVPD) on a molecular structure, C43H45BiN8O2SSe2Te2.

Geometry as ORCA input:
```
! wB97M-V def2-TZVPD RIJCOSX def2/J DEFGRID3
* xyz 0 1
Bi 0.775 0.584 -0.918
C 0.621 0.768 6.749
C 0.775 0.693 5.251
C 1.716 -0.142 4.668
C 1.931 -0.174 3.297
C 2.917 -1.138 2.712
N 3.230 -2.224 3.546
C 2.192 -2.958 4.290
C 2.009 -4.454 4.021
C 1.260 -4.835 2.734
N 0.048 -4.062 2.554
C -1.165 -4.404 2.894
C -2.309 -3.602 2.737
C -3.536 -4.141 3.197
C -4.704 -3.438 3.140
C -6.012 -4.005 3.624
C -4.651 -2.151 2.565
C -3.516 -1.570 2.048
C -3.721 -0.287 1.375
N -2.925 0.424 0.690
C -3.526 1.551 0.006
C -2.967 2.929 0.375
C -2.970 3.190 1.878
N -1.937 2.591 2.694
C -0.860 2.128 2.209
C 0.134 1.443 3.031
C -0.032 1.435 4.413
C 1.223 0.722 2.444
O 1.660 0.805 1.200
C -2.246 -2.268 2.145
O -1.175 -1.772 1.758
H 1.093 -0.087 7.234
H -0.433 0.796 7.027
H 1.088 1.674 7.142
H 2.322 -0.775 5.305
H 3.817 -0.659 2.330
H 3.958 -2.807 3.160
H 1.232 -2.457 4.161
H 2.462 -2.876 5.348
H 1.438 -4.861 4.860
H 2.990 -4.939 4.023
H 1.007 -5.897 2.781
H 1.897 -4.668 1.864
H 0.135 -3.134 2.114
H -1.292 -5.394 3.329
H -3.526 -5.142 3.618
H -5.848 -4.899 4.225
H -6.649 -4.277 2.778
H -6.557 -3.280 4.229
H -5.582 -1.593 2.517
H -4.777 0.030 1.442
H -4.613 1.572 0.194
H -3.387 1.387 -1.070
H -3.619 3.664 -0.105
H -1.969 3.086 -0.031
H -3.932 2.857 2.287
H -2.915 4.269 2.058
H -0.623 2.166 1.150
H -0.834 2.038 4.823
C 1.603 4.960 -0.059
C 1.081 5.615 -1.166
C 0.571 4.888 -2.226
C 0.552 3.491 -2.190
C 1.022 2.829 -1.044
C 1.565 3.574 -0.006
C 0.109 2.696 -3.348
C -0.472 3.289 -4.498
C -0.849 2.511 -5.548
C -0.608 1.121 -5.517
C -0.939 0.262 -6.585
C -0.650 -1.073 -6.509
C 0.025 -1.580 -5.384
C 0.365 -0.766 -4.340
C 0.015 0.597 -4.356
N 0.318 1.392 -3.292
H 2.033 5.525 0.758
H 1.089 6.696 -1.211
H 0.195 5.428 -3.084
H 1.958 3.060 0.862
H -0.616 4.357 -4.540
H -1.316 2.950 -6.422
H -1.410 0.686 -7.464
H -0.924 -1.739 -7.317
H 0.285 -2.631 -5.349
H 0.904 -1.162 -3.493
Se 3.223 0.705 -1.767
Te 3.855 -1.601 -2.498
Te 4.384 -2.765 -0.058
Se 2.186 -1.832 0.833
C -4.807 -3.427 -2.242
C -3.744 -3.273 -3.334
C -2.368 -3.293 -2.759
N -1.652 -2.270 -2.476
N -0.431 -2.552 -1.947
C -0.217 -3.824 -1.814
N 0.903 -4.377 -1.290
S -1.566 -4.811 -2.357
H -5.804 -3.388 -2.681
H -4.712 -2.623 -1.513
H -4.689 -4.375 -1.715
H -3.876 -2.324 -3.855
H -3.844 -4.088 -4.054
H 1.677 -3.750 -1.124
H 1.123 -5.331 -1.510
*
```

Values from the calculation:
E_HOMO: -0.2545 Eh
HOMO-LUMO gap: 0.2352 Ha
Total energy: -8205.83902 Eh
Maximum force: 1.08 eV/A

Record 2
ORCA calculation (ωB97M-V/def2-TZVPD) on a molecular structure, C5H11N.

Geometry as ORCA input:
```
! wB97M-V def2-TZVPD RIJCOSX def2/J DEFGRID3
* xyz 0 1
C 2.477 0.152 0.288
C 1.052 -0.365 0.105
C 0.063 0.760 -0.225
N -1.320 0.350 -0.204
C -2.076 -0.153 0.828
C -2.004 -0.434 -1.071
H 2.855 0.637 -0.622
H 3.159 -0.669 0.532
H 2.531 0.883 1.104
H 1.035 -1.124 -0.689
H 0.714 -0.859 1.025
H 0.261 1.183 -1.217
H 0.153 1.566 0.515
H -2.055 -1.191 1.138
H -2.455 0.567 1.571
H -1.420 -1.108 -1.730
H -3.023 -0.199 -1.360
*
```

Values from the calculation:
E_HOMO: -0.2966 Eh
HOMO-LUMO gap: 0.3381 Ha
Relative energy (zero: lowest compared OMol25 entry of this formula, charge and spin): 333.6 kJ/mol
Total energy: -251.73547 Eh
Maximum force: 0.73 eV/A

Record 3
ORCA calculation (ωB97M-V/def2-TZVPD) on a molecular structure, C4H48BO32.

Geometry as ORCA input:
```
! wB97M-V def2-TZVPD RIJCOSX def2/J DEFGRID3
* xyz -1 1
O -1.894 -0.340 2.808
C -1.373 -0.057 1.710
O -0.592 -0.875 1.142
B -0.144 -0.108 -0.050
O -0.718 1.270 0.088
C -1.353 1.206 1.116
O -1.692 2.218 1.694
O -0.623 -0.742 -1.285
C 0.404 -1.028 -1.941
O 0.384 -1.328 -3.060
C 1.590 -0.801 -1.185
O 1.308 -0.153 -0.149
O 2.712 -1.092 -1.577
O 0.937 -1.168 4.455
H 0.260 -1.551 5.000
H 0.828 -0.322 4.005
O 5.101 0.160 -2.151
H 4.471 -0.579 -2.242
H 5.717 0.169 -2.889
O -1.689 -1.683 5.298
H -1.292 -1.151 5.980
H -1.637 -1.147 4.479
O -1.506 -3.268 -4.437
H -0.878 -2.640 -4.772
H -2.029 -2.808 -3.714
O -2.135 0.082 -4.416
H -1.251 -0.190 -4.341
H -2.274 0.647 -3.685
O -2.550 1.231 -2.052
H -2.599 0.426 -1.583
H -3.336 1.773 -2.044
O -1.343 3.670 -1.091
H -1.061 4.346 -0.473
H -0.935 2.930 -0.640
O -0.100 -3.357 2.730
H 0.136 -2.512 3.112
H -0.857 -3.680 3.226
O 4.520 -2.911 -0.042
H 4.443 -1.942 -0.165
H 3.708 -3.085 0.427
O 1.273 3.394 -0.296
H 1.374 2.905 -1.061
H 1.332 4.289 -0.728
O -4.278 0.706 4.273
H -4.138 1.037 5.165
H -3.486 1.095 3.842
O -2.963 5.097 2.223
H -2.402 5.783 2.596
H -2.380 4.305 2.171
O 2.128 -3.159 -4.339
H 3.019 -2.907 -4.220
H 1.804 -2.427 -4.833
O 0.984 4.244 2.556
H 0.573 4.403 3.436
H 0.612 3.439 2.285
O 2.215 1.767 1.568
H 1.741 2.099 0.785
H 2.902 1.208 1.217
O 0.562 -4.149 -2.203
H 0.978 -3.528 -2.783
H -0.406 -4.053 -2.273
O 2.689 -1.144 2.073
H 3.440 -0.509 1.834
H 2.010 -1.164 1.333
O -2.061 2.498 4.454
H -1.364 2.069 5.045
H -1.785 2.432 3.514
O 4.784 -2.819 -2.845
H 5.633 -2.797 -2.458
H 4.650 -3.766 -2.964
O -1.740 -3.244 0.452
H -1.302 -2.573 0.967
H -1.411 -4.032 0.820
O -3.162 -2.270 -2.552
H -3.033 -1.943 -1.656
H -3.880 -1.682 -2.883
O 2.669 1.870 -2.116
H 2.183 1.413 -2.822
H 3.518 1.493 -2.147
O -4.434 2.151 1.792
H -3.929 2.464 0.995
H -4.755 1.258 1.573
O 0.044 1.852 -2.855
H -0.054 1.573 -3.739
H -0.812 1.690 -2.498
*
```

Values from the calculation:
E_HOMO: -0.2906 Eh
HOMO-LUMO gap: 0.3302 Ha
Relative energy (zero: lowest compared OMol25 entry of this formula, charge and spin): 95.1 kJ/mol
Total energy: -2613.98853 Eh
Maximum force: 9.03 eV/A